(1)
DFT (ωB97M-V/def2-TZVPD) results for a 2-piece molecular cluster, C49H51N4O overall at a distorted geometry.

- frontier orbital gap (eV) = 3.84

Structure (ORCA input):
```
! wB97M-V def2-TZVPD RIJCOSX def2/J DEFGRID3
* xyz 1 1
C 7.58766 1.63613 -1.08174
C 6.14460 1.98618 -0.93733
C 5.26272 1.64182 -1.95894
C 3.90306 1.93483 -1.86628
C 2.98224 1.58516 -2.99486
C 3.44451 2.60877 -0.73524
N 2.09612 3.03426 -0.70719
C 0.96712 2.26704 -0.75490
N -0.08469 3.17912 -0.81812
C -1.46737 2.87026 -0.92520
C -2.07351 2.14192 0.15203
C -1.40097 1.82421 1.33359
C -3.43693 1.75395 -0.01157
C -4.20142 2.15384 -1.09774
C -5.65875 1.75620 -1.20056
C -3.57427 2.93380 -2.08721
C -2.22703 3.33511 -1.99997
C -1.61937 4.16998 -3.10121
C 0.42377 4.48028 -0.74953
C 1.75297 4.38943 -0.68633
C 4.30362 3.00570 0.29648
C 3.75181 3.58693 1.56113
C 5.66536 2.67596 0.18506
H 8.16202 2.00452 -0.22906
H 7.75327 0.55377 -1.16148
H 7.96601 2.09478 -2.00166
H 5.62856 1.13462 -2.84760
H 2.13359 0.96069 -2.69267
H 2.58854 2.46853 -3.52791
H 3.55985 0.98689 -3.71557
H -1.92527 1.26918 2.11337
H 0.82976 1.38875 -1.44875
H -0.51837 2.38162 1.64070
H -3.89875 1.17317 0.79581
H -6.17061 2.37857 -1.94114
H -5.76519 0.70201 -1.49506
H -6.17375 1.87436 -0.23879
H -4.14544 3.25486 -2.96346
H -2.40517 4.41175 -3.83686
H -1.18863 5.12148 -2.74966
H -0.83271 3.61322 -3.64395
H -0.23077 5.32401 -0.85639
H 2.49716 5.16578 -0.67763
H 4.56455 3.83960 2.26102
H 3.12255 4.47358 1.41251
H 3.13765 2.83678 2.07593
H 6.37187 2.95518 0.98081
C -4.31639 -3.04416 1.35398
N -3.21448 -2.94975 0.43016
C -3.01030 -3.88520 -0.55185
O -3.86827 -4.69027 -0.91335
C -1.60506 -3.60550 -1.10977
C -1.62683 -3.60451 -2.63624
C -2.56461 -2.53771 -3.16292
C -3.92268 -2.81276 -3.29673
C -4.80670 -1.83408 -3.73875
C -4.32811 -0.55599 -4.04757
C -2.97032 -0.26527 -3.87734
C -2.08387 -1.26391 -3.47379
N -1.26365 -2.32753 -0.50496
C -0.06857 -1.69443 -0.67482
C 0.32475 -0.60185 0.04344
C 1.51135 0.18391 -0.21269
C 2.44711 0.30643 0.92451
C 3.73131 -0.25332 0.80142
C 4.62768 -0.25244 1.85727
C 4.21215 0.26384 3.08583
C 2.90324 0.70548 3.25463
C 1.98917 0.69083 2.18835
C -2.11096 -2.03803 0.67156
C -1.43001 -2.28408 1.97413
C -1.46731 -3.49389 2.57937
C -0.86930 -3.79390 3.86949
C -1.13957 -5.04368 4.47509
C -0.72077 -5.31492 5.77138
C 0.01292 -4.35476 6.48481
C 0.33900 -3.13466 5.87807
C -0.06924 -2.86060 4.57268
H -5.08910 -3.66986 0.90068
H -4.00577 -3.49911 2.30160
H -4.69850 -2.04103 1.57564
H -0.95157 -4.42005 -0.72903
H -0.61164 -3.47218 -3.03156
H -1.99175 -4.59204 -2.95945
H -4.29311 -3.79159 -2.99045
H -5.86481 -2.07216 -3.84015
H -5.01029 0.20215 -4.43785
H -2.58892 0.73393 -4.07397
H -1.01928 -1.06108 -3.36534
H 0.54265 -2.08231 -1.49165
H -0.24644 -0.26666 0.89992
H 2.04067 -0.20474 -1.10529
H 3.97814 -0.73960 -0.14930
H 5.62068 -0.68906 1.70437
H 4.92044 0.39600 3.89780
H 2.56892 1.06694 4.22409
H 0.92725 0.91776 2.35481
H -2.42549 -0.98068 0.59078
H -0.85013 -1.46365 2.40101
H -2.00426 -4.31501 2.08792
H -1.72957 -5.76812 3.90866
H -0.96134 -6.27421 6.22521
H 0.37580 -4.58411 7.48654
H 0.92534 -2.39458 6.42685
H 0.19844 -1.90676 4.10585
*
```

Results of the Mulliken charge analysis, in e, for atoms 1 through 5: number 1, C, carries -1.5847; number 2, C, carries 0.8634; number 3, C, carries -1.1224; number 4, C, carries 1.1622; number 5, C, carries -1.1639

(2)
DFT (ωB97M-V/def2-TZVPD) results for C49H52BrN6O2Ti as an isolated structure.

- frontier orbital gap (alpha / beta) (eV) = 5.08 / 5.09

Structure (ORCA input):
```
! wB97M-V def2-TZVPD RIJCOSX def2/J DEFGRID3
* xyz -1 1
Ti 0.26590 0.45122 -0.07292
C 0.36336 -1.31852 5.73916
C 1.47736 -0.35621 5.31682
C 1.13547 0.40299 4.07150
C 0.53338 1.66887 3.99325
C 0.18205 2.57066 5.13634
C 1.24558 3.63963 5.40238
C 0.32335 1.92656 2.64269
N 0.78955 0.88330 1.86357
C 1.28476 -0.04704 2.76573
C 1.88522 -1.27577 2.37453
C 2.08646 -1.68723 1.10860
C 2.83790 -2.88712 0.73333
C 3.45482 -3.82543 1.72260
C 4.79489 -3.31292 2.25838
C 2.89316 -2.92633 -0.60125
C 2.15322 -1.77028 -1.11078
C 1.94480 -1.51090 -2.41284
C 1.15054 -0.44597 -2.91899
N 0.51125 0.48969 -2.12021
C -0.16951 1.30819 -3.00378
C -0.89978 2.46816 -2.61167
C -1.01112 2.93213 -1.35620
N -0.51672 2.29661 -0.20362
C -0.72498 3.22017 0.83294
C -0.34933 3.06317 2.11249
C -1.43849 4.39404 0.31680
C -1.62435 4.21191 -0.99476
C -2.25879 5.13702 -1.98592
C -1.23212 5.98338 -2.74430
C -1.90036 5.52834 1.17392
C -3.20953 5.19809 1.89679
C 0.03469 0.90294 -4.31924
C 0.88591 -0.21519 -4.26608
C 1.43057 -1.00106 -5.41928
C 2.84663 -0.57917 -5.82214
C -0.51220 1.57376 -5.54246
C 0.33837 2.75769 -6.01161
N 1.63824 -1.02377 -0.04429
C 3.47525 -3.98588 -1.48158
C 2.40232 -4.98483 -1.93161
H 0.62554 -1.87267 6.64529
H 0.15432 -2.03730 4.94310
H -0.56419 -0.77184 5.92711
H 2.40673 -0.91618 5.17410
H 1.68198 0.34675 6.12994
H 0.03819 1.97179 6.04069
H -0.78275 3.05237 4.95137
H 2.20761 3.17497 5.63099
H 0.96991 4.28905 6.23833
H 1.39233 4.26217 4.51721
H 2.25759 -1.90410 3.17492
H 3.59313 -4.80624 1.25978
H 2.76377 -3.98083 2.55656
H 5.51261 -3.19571 1.44384
H 5.22010 -3.99893 2.99516
H 4.67272 -2.33621 2.72902
H 2.37670 -2.18173 -3.14454
H -1.34275 3.05098 -3.40958
H -0.60128 3.84576 2.81735
H -2.96634 5.79262 -1.47188
H -2.85234 4.55583 -2.69701
H -0.66291 6.60681 -2.05175
H -1.71753 6.63610 -3.47420
H -0.52075 5.34771 -3.27347
H -2.02646 6.42638 0.56392
H -1.12709 5.76797 1.90844
H -4.01006 5.02316 1.17521
H -3.51578 6.00871 2.56236
H -3.09984 4.28667 2.48717
H 0.76352 -0.89596 -6.28017
H 1.42981 -2.06961 -5.17951
H 2.86768 0.47247 -6.11468
H 3.22383 -1.17530 -6.65818
H 3.53286 -0.69510 -4.98073
H -1.53427 1.91453 -5.35306
H -0.59461 0.84529 -6.35468
H 0.41504 3.51011 -5.22374
H -0.08724 3.23304 -6.89993
H 1.35417 2.43510 -6.24878
H 4.27354 -4.51298 -0.95216
H 3.94583 -3.52613 -2.35441
H 2.03170 -5.55447 -1.07685
H 2.79304 -5.68786 -2.67201
H 1.54643 -4.46078 -2.36010
O -0.56409 -2.90536 -0.47565
C -1.02992 -2.25639 0.42874
N -1.20559 -0.86668 0.44971
C -1.95763 -0.53436 1.58422
O -2.40771 0.55213 1.85303
C -2.13985 -1.77598 2.40536
C -2.73891 -1.96291 3.63578
C -2.75020 -3.25716 4.14357
C -2.18643 -4.31439 3.43173
C -1.59544 -4.11023 2.18976
C -1.58466 -2.81731 1.70346
H -3.16708 -1.12839 4.17661
H -3.19863 -3.45356 5.11033
H -2.21208 -5.30915 3.86025
H -1.15376 -4.92047 1.62276
Br -4.99652 -3.49364 0.04217
C -3.90850 -2.77776 -1.33591
C -3.26056 -3.61482 -2.22218
C -2.43762 -3.03536 -3.17020
C -2.29802 -1.65392 -3.18349
N -2.94091 -0.85379 -2.33689
C -3.73400 -1.40492 -1.42515
H -3.37615 -4.68786 -2.15158
H -1.88079 -3.64628 -3.86967
H -1.61926 -1.16400 -3.87460
H -4.21788 -0.73875 -0.71888
*
```

Results of the Mulliken charge analysis, in e, for atoms 1 through 5: number 1, Ti, carries 0.1572; number 2, C, carries -0.9030; number 3, C, carries -1.4237; number 4, C, carries 0.9800; number 5, C, carries 0.9313

E_tot for every record listed, in sequence, given in hartree: -2191.6781; -5801.1822.
Energy above the lowest of the compared OMol25 structures with the same formula, charge and spin for every record listed, in sequence, given in eV: 3.372; 0.237.